(1)
ORCA calculation (the ωB97M-V functional and the def2-TZVPD basis) on a structure of composition C23H70O21V at a distorted geometry.

```
115
C23H70O21V | OMol25 | the ωB97M-V functional and the def2-TZVPD basis
V 4.1739 2.4992 0.7654
C 1.2530 0.4126 -0.8765
C 0.1456 -0.2920 -1.3911
C -1.0095 -0.6311 -0.4544
O -1.9505 -1.2796 -0.8614
C -0.9301 -0.1956 0.9313
C 0.2240 0.5117 1.4016
C 1.3190 0.8696 0.4316
O 2.3200 1.4989 0.8245
O 0.2429 1.0510 2.4988
O 0.0615 -0.6694 -2.5623
H 2.0933 0.5985 -1.5311
H -1.7646 -0.3781 1.6001
C 3.0810 -2.3006 -1.7847
O 3.4112 -1.9126 -0.4332
H 3.4588 -1.5480 -2.4699
H 3.5382 -3.2613 -2.0363
H 2.0068 -2.4623 -1.8797
H 2.9577 -2.4948 0.1824
C -2.4353 -3.4209 2.6447
O -2.3778 -4.6693 1.9911
H -2.0488 -2.5977 2.0283
H -3.4672 -3.1737 2.9091
H -1.8389 -3.4721 3.5554
H -2.1747 -4.5441 1.0489
C 2.9267 2.8738 3.7508
O 3.9077 3.2471 2.7404
H 1.9314 3.1210 3.3957
H 2.9977 1.8182 3.9875
H 3.1160 3.4929 4.6252
H 4.3989 4.0074 3.0657
C -1.3385 -4.9771 -1.7548
O -1.8663 -4.2111 -0.6752
H -2.0537 -5.0678 -2.5753
H -0.4277 -4.5341 -2.1639
H -1.0970 -5.9766 -1.3994
H -1.9362 -3.2967 -0.9707
C -0.6232 2.3357 6.0507
O -0.6975 2.7728 4.6904
H -1.5271 2.6332 6.5747
H -0.5351 1.2476 6.1136
H 0.2559 2.7711 6.5367
H -0.2675 2.1050 4.1501
C 4.6415 -0.5340 2.2138
O 4.9044 0.8687 2.0518
H 5.3173 -1.1659 1.6389
H 4.7067 -0.7831 3.2706
H 3.6347 -0.6903 1.8378
H 5.6523 1.1087 2.6092
C -5.0268 -2.1063 0.4879
O -4.3847 -0.8243 0.6461
H -5.7953 -2.0582 -0.2827
H -4.2917 -2.8699 0.2220
H -5.4555 -2.3754 1.4496
H -3.6798 -0.7498 -0.0041
C -3.1218 2.7898 0.8990
O -3.7768 3.3535 -0.2157
H -2.0379 2.8993 0.7718
H -3.3955 3.3526 1.7940
H -3.3837 1.7529 1.1243
H -4.0593 2.6554 -0.8125
C 2.4092 3.3835 -1.8208
O 3.7322 3.2447 -1.2330
H 2.2926 2.6528 -2.6266
H 1.6108 3.1791 -1.1176
H 2.2929 4.3863 -2.2260
H 4.3417 3.5962 -1.8896
C 5.4737 0.6885 -1.8937
O 4.6934 0.6770 -0.6941
H 4.8296 0.7436 -2.7773
H 6.0845 1.5899 -1.8923
H 6.1004 -0.1970 -1.9804
H 4.3321 -0.2222 -0.5994
C -4.5988 -1.6698 -3.3738
O -3.4915 -2.4799 -2.9407
H -4.8492 -0.9556 -2.5887
H -4.3033 -1.1294 -4.2762
H -5.4495 -2.2951 -3.6306
H -2.9947 -1.9424 -2.3164
C -3.5870 0.6165 3.9341
O -4.4944 -0.3321 3.4033
H -3.8711 0.8682 4.9522
H -2.5342 0.2959 3.9635
H -3.5945 1.5134 3.3044
H -4.2175 -0.4656 2.4818
C 0.7578 -2.1029 3.9333
O -0.3216 -1.2070 4.1633
H 0.5234 -2.8212 3.1441
H 1.6631 -1.5473 3.6462
H 0.9876 -2.6020 4.8721
H -0.1658 -0.4210 3.6302
C -0.3137 -2.8407 -5.1688
O 0.4186 -3.0183 -3.9743
H 0.0480 -1.9817 -5.7499
H -0.1671 -3.7094 -5.8083
H -1.3829 -2.7144 -4.9765
H 0.2226 -2.2658 -3.4024
C 0.0062 4.9060 1.7761
O 0.6778 5.0087 0.5300
H 0.2141 3.9736 2.3138
H 0.2699 5.7326 2.4355
H -1.0759 4.9318 1.6496
H 0.0612 4.8313 -0.1844
C -2.2134 0.7036 -5.0234
O -2.2171 0.6842 -3.6043
H -2.9599 1.4307 -5.3322
H -1.2340 0.9921 -5.4215
H -2.4590 -0.2682 -5.4664
H -1.5498 0.0636 -3.2898
C 2.2598 0.1468 -5.1369
O 1.5163 1.0222 -4.2852
H 2.2607 -0.8754 -4.7422
H 1.8185 0.1330 -6.1355
H 3.3010 0.4678 -5.2036
H 0.9441 0.4761 -3.7270
```

- HOMO (alpha / beta): -10.98 / -10.97 eV
- <S²>: 6.02
- Gap between HOMO and LUMO (alpha / beta): 0.237 / 0.181 Ha
- Maximum force: 2.84 eV Å⁻¹
- Charge: +1
- Multiplicity: 5

Results of the Löwdin charge analysis, in e, for atoms 1 through 8: 1.13, 0.07, -0.28, -0.23, 0.10, 0.20, -0.27, -0.31

(2)
ORCA calculation (the ωB97M-V functional and the def2-TZVPD basis) on a cluster of 9 separate species, C23H71N6O8 in total at a distorted geometry.

```
108
C23H71N6O8 | OMol25 | the ωB97M-V functional and the def2-TZVPD basis
N -0.8947 0.0819 0.7394
H -0.3957 0.7529 0.0894
H -0.5767 -0.8001 0.9694
H -1.7797 0.2609 0.4494
H -0.8017 0.6099 1.6694
C 2.6703 -4.1221 -1.2776
C 1.4493 -3.3631 -1.9656
C 0.3193 -4.2271 -2.4206
O 0.8263 -5.0561 -3.5596
C -0.2427 -5.5621 -4.2866
N 0.9213 -2.4201 -1.0556
H 3.2273 -3.4081 -0.9586
H 3.0863 -4.9491 -2.0866
H 2.4733 -4.7551 -0.6156
H 1.9123 -2.6751 -2.7346
H -0.4577 -3.6281 -2.8786
H -0.1437 -4.7771 -1.6696
H -0.0797 -6.5291 -4.9746
H -0.9057 -5.1151 -5.0506
H -0.9387 -5.8821 -3.6656
H 0.2953 -2.9411 -0.2756
H 0.2503 -1.9751 -1.7676
C -2.2677 4.3459 1.8304
C -1.0407 4.3229 0.8944
C 0.2413 4.0269 1.6184
O 0.6363 4.9899 2.5634
C 1.8383 4.7789 3.2224
N -1.2547 3.1839 -0.0716
H -2.9337 4.8319 1.1234
H -1.8597 4.8389 2.6184
H -2.6867 3.2539 2.2304
H -0.9127 5.1559 0.1514
H 1.2293 3.9649 1.0924
H 0.1413 3.0809 2.4284
H 2.6683 4.4639 2.4654
H 1.5973 3.9429 3.8984
H 2.0513 5.6759 3.8644
H -0.7057 3.3119 -0.9086
H -2.2197 3.3839 -0.5736
C 0.9573 -3.4231 2.4014
C -0.4467 -3.8921 2.7664
C -1.1677 -4.2011 1.5124
O -1.6567 -3.0831 0.8824
C -2.7617 -3.1501 -0.0136
N -0.1537 -5.0571 3.6034
H 1.5583 -3.3131 3.3024
H 0.6803 -2.4891 2.0304
H 1.5793 -4.1601 2.0034
H -0.8637 -3.2351 3.2574
H -2.0227 -4.6761 1.7284
H -0.7237 -4.7871 0.8114
H -3.7837 -3.5101 0.5864
H -2.5237 -3.8491 -0.7306
H -2.9877 -2.4381 -0.4846
H -1.0307 -5.5141 3.8204
H 0.0003 -4.8131 4.5054
C -2.9327 1.5409 -1.0546
C -3.3427 2.3079 -2.3846
C -2.2917 3.2299 -2.8706
O -2.1467 4.2589 -1.9816
C -1.3847 5.4329 -2.4576
N -3.7407 1.2899 -3.2936
H -2.1177 0.7379 -1.2786
H -3.7447 1.1609 -0.4926
H -2.3617 2.2129 -0.2306
H -4.1387 2.9369 -1.9666
H -2.5397 3.4849 -3.8946
H -1.2527 2.7049 -3.0726
H -0.4197 4.9229 -2.7176
H -1.2667 5.9439 -1.7106
H -2.0077 5.9959 -3.2586
H -4.0547 0.4549 -2.8996
H -4.5627 1.5539 -3.8336
C 3.4303 2.1389 1.0794
C 3.2013 0.9089 0.0674
C 4.4463 0.3479 -0.5416
O 5.2643 1.5299 -1.0626
C 6.6243 1.3349 -1.2816
N 2.3153 -0.0551 0.5154
H 3.7583 3.1319 0.4944
H 4.3413 2.0439 1.5734
H 2.6513 2.2869 1.5644
H 2.6233 1.4539 -0.7126
H 4.2113 -0.5781 -1.2176
H 5.0573 -0.0461 0.1654
H 6.8983 0.4799 -2.0436
H 7.1923 1.2979 -0.3236
H 6.9293 2.1569 -1.7926
H 2.4113 -0.5901 -0.4036
H 2.8123 -0.7451 0.9824
C -0.7757 0.0369 -3.1616
O -1.4957 -1.0981 -2.7346
H -0.3317 0.5019 -2.2926
H -1.3017 0.5259 -3.7326
H 0.1123 -0.1601 -3.8826
H -2.4047 -1.1931 -3.4306
C 0.8573 0.5029 3.8874
O -0.3247 -0.3901 3.7294
H 0.5173 1.5599 4.1084
H 1.2833 0.6109 3.0434
H 1.6073 0.1509 4.5394
H -0.5727 -0.8061 4.5714
C -2.9867 -0.6401 2.3524
O -1.6957 -0.1631 2.4004
H -3.3127 -0.7321 1.2144
H -3.7807 -0.0641 2.8924
H -2.9647 -1.8091 2.5154
H -1.6817 0.4189 3.2124
```

- HOMO: -11.40 eV
- Gap between HOMO and LUMO: 0.343 Ha
- Maximum force: 15.02 eV Å⁻¹
- Charge: +1

Results of the Löwdin charge analysis, in e, for atoms 1 through 8: 0.25, 0.13, 0.09, 0.02, 0.12, 0.01, -0.44, -0.14

(3)
ORCA calculation (the ωB97M-V functional and the def2-TZVPD basis) on a cluster of 13 separate species, C23H72N12O13 in total at a distorted geometry.

```
120
C23H72N12O13 | OMol25 | the ωB97M-V functional and the def2-TZVPD basis
C 0.2282 -0.3624 0.3193
O 1.4763 -0.6913 0.9351
H -0.2123 0.4329 0.9898
H -0.3401 -1.2146 0.3591
H 0.1655 0.0436 -0.6718
H 2.0448 0.0574 0.8399
C 4.4944 -2.4377 3.2765
O 3.4068 -1.6016 2.9800
H 4.2057 -3.4721 3.2436
H 4.9414 -2.2026 4.2711
H 5.2641 -2.2111 2.5052
H 3.2219 -1.7945 2.0372
C 2.1937 -4.1281 1.1833
O 3.3719 -3.5372 0.8320
N 1.1064 -3.4716 1.2708
N 2.0749 -5.4159 1.2729
H 1.1861 -2.5148 0.9543
H 0.1582 -3.9121 1.3932
H 2.9196 -5.9195 1.0032
H 1.1681 -5.9873 1.3681
C -2.7405 0.3467 2.7533
O -3.3213 1.5181 2.2269
N -2.7253 -0.7843 2.1054
N -2.2421 0.3459 3.9572
H -3.2860 -0.8199 1.2880
H -2.1944 -1.6295 2.3619
H -2.2940 1.1848 4.5169
H -2.3125 -0.5319 4.4389
C -1.8371 -3.9076 2.3973
O -3.0664 -4.2975 2.9686
N -1.0934 -2.9692 2.8563
N -1.3487 -4.4341 1.2992
H -1.3688 -2.5971 3.7492
H -0.1116 -2.8527 2.5921
H -2.0030 -5.1878 1.0862
H -1.5095 -3.7170 0.5539
C 3.3486 1.8259 0.4726
O 4.4727 2.0089 -0.3333
N 2.2112 2.3634 0.1656
N 3.3020 1.1265 1.5567
H 2.2277 3.0750 -0.5593
H 1.3146 2.3892 0.7486
H 4.1780 0.6423 1.8207
H 2.6559 1.1069 2.3985
C -0.5812 -1.3851 -3.8475
O -0.8163 -1.5850 -2.4774
N -0.8852 -0.3400 -4.4824
N -0.0663 -2.3361 -4.5304
H -1.4001 0.4041 -3.9606
H -0.4994 -0.0734 -5.4072
H 0.0732 -3.2549 -4.0857
H 0.1776 -2.2383 -5.5280
C 1.0911 0.7520 4.2736
O 0.4501 1.5976 5.1262
N 0.4287 -0.1473 3.6703
N 2.3474 0.7633 4.0045
H -0.6283 -0.1057 3.7006
H 0.7588 -0.8529 3.0407
H 2.9774 1.4462 4.4636
H 2.8479 -0.1451 3.7697
C 3.0104 -1.9427 -2.1821
C 2.8763 -0.4118 -2.1545
C 4.1480 0.2809 -2.5621
O 2.0197 0.0213 -2.9125
H 2.3303 -2.4625 -2.8669
H 2.7970 -2.4277 -1.2419
H 3.9956 -2.3039 -2.3793
H 2.5647 -0.0587 -1.1768
H 4.1114 1.3120 -2.7648
H 4.5778 -0.1831 -3.3921
H 4.8432 0.1554 -1.7399
H 1.1548 -0.0524 -2.5246
C -4.3210 -1.6236 -1.3205
C -3.4616 -2.8375 -0.9564
C -3.3101 -3.9248 -1.9875
O -2.2820 -2.5398 -0.5413
H -3.8277 -0.9949 -2.0528
H -4.5080 -1.0447 -0.4137
H -5.2480 -2.0086 -1.8426
H -4.0001 -3.3229 -0.0964
H -2.6668 -3.7030 -2.8240
H -4.2314 -4.2429 -2.4884
H -2.8834 -4.9012 -1.5664
H -1.8258 -2.1789 -1.3402
C 1.0918 2.5904 -2.9399
C 0.6408 3.9818 -2.8682
C 0.5974 4.5066 -1.4785
O 1.3263 4.7664 -3.5140
H 0.8641 2.0644 -3.8933
H 0.5243 2.0511 -2.2425
H 2.0888 2.5080 -2.7128
H -0.3357 3.9916 -3.2958
H 1.5835 4.6656 -1.0987
H 0.2073 3.7375 -0.7874
H 0.0669 5.4943 -1.3108
H 1.3939 4.4263 -4.4217
C -1.8109 4.2846 0.9167
C -0.4871 3.9308 1.7065
C -0.4783 4.2521 3.1828
O -0.0936 2.7510 1.5714
H -2.7162 3.9015 1.3825
H -1.8297 3.9079 -0.0906
H -1.9374 5.3136 0.7875
H 0.2025 4.5494 1.2078
H 0.5037 4.0299 3.6327
H -1.1979 3.6327 3.7499
H -0.6256 5.2920 3.4693
H -0.7668 2.2115 1.9321
C -4.1650 1.9974 -2.1390
C -2.6763 2.1709 -2.2027
C -2.0013 1.3593 -1.1416
O -2.2141 1.8517 -3.3134
H -4.7780 2.5801 -2.8701
H -4.5249 2.2785 -1.1373
H -4.4081 0.9538 -2.3037
H -2.4681 3.2491 -2.1591
H -2.5817 1.5729 -0.2933
H -1.0114 1.7378 -0.8431
H -2.1250 0.2956 -1.2816
H -1.3290 2.1437 -3.3862
```

- HOMO: -8.68 eV
- Gap between HOMO and LUMO: 0.320 Ha
- Maximum force: 12.55 eV Å⁻¹

Results of the Löwdin charge analysis, in e, for atoms 1 through 8: -0.10, -0.15, 0.09, 0.03, 0.05, 0.00, -0.14, -0.18

(4)
ORCA calculation (the ωB97M-V functional and the def2-TZVPD basis) on a cluster of 13 separate species, C23H72N16O13 in total at a distorted geometry.

```
124
C23H72N16O13 | OMol25 | the ωB97M-V functional and the def2-TZVPD basis
C -4.4727 2.7504 -2.3473
O -4.6779 1.8052 -3.0660
N -5.1465 3.8448 -2.3278
N -3.5844 2.6877 -1.3775
H -5.7782 4.1148 -3.0682
H -4.9477 4.4646 -1.5555
H -3.3018 1.7292 -1.2309
H -3.1230 3.3932 -0.8211
C 2.6484 2.1460 2.6024
O 2.2522 3.3333 2.4617
N 2.3339 1.3718 3.5297
N 3.4368 1.4780 1.7249
H 2.3709 0.3633 3.4879
H 1.8303 1.7075 4.3383
H 3.7906 2.0824 0.9971
H 3.8453 0.6100 2.0407
C 4.0753 1.7763 -2.3907
O 3.2535 2.2694 -3.0860
N 5.2999 1.8875 -2.6475
N 3.9222 0.9054 -1.4571
H 5.8758 1.0725 -2.4917
H 5.5339 2.5681 -3.3561
H 4.7570 0.3728 -1.2586
H 3.0086 0.6928 -1.0826
C 0.7844 -2.1503 6.4505
O 1.2664 -3.2866 6.3978
N 0.5330 -1.4398 7.6097
N 0.6742 -1.4339 5.3657
H 0.4279 -0.4355 7.6333
H 0.7618 -1.8418 8.5075
H 0.6541 -0.4242 5.3583
H 0.7227 -1.9010 4.4715
C 0.7707 1.2353 -5.3172
O 1.2325 2.2404 -5.8034
N -0.0739 0.4374 -5.8729
N 0.9005 0.9564 -4.1058
H -0.1718 0.7447 -6.8300
H -0.3617 -0.4714 -5.5392
H 1.7001 1.4006 -3.6775
H 0.5004 0.1246 -3.6957
C -0.0475 -4.3863 3.2920
O -0.5007 -3.2486 3.2197
N -0.3718 -5.3587 2.5101
N 0.7616 -4.8257 4.2433
H -0.0188 -6.2479 2.8338
H -1.1834 -5.3150 1.9105
H 1.0176 -5.7980 4.3393
H 0.8871 -4.2273 5.0472
C -5.3686 -1.1827 1.0338
O -6.2030 -2.0242 1.1272
N -4.7748 -0.7050 -0.0608
N -5.1115 -0.4506 2.1202
H -5.0260 -1.3193 -0.8221
H -4.0559 -0.0034 0.0438
H -4.2393 0.0541 2.0524
H -5.4483 -0.8072 3.0031
C -2.8474 -3.0746 -1.3639
O -2.1239 -2.2911 -1.9450
N -2.4603 -3.8998 -0.4029
N -4.1048 -3.2700 -1.6361
H -1.5335 -3.8941 -0.0016
H -3.1190 -4.4359 0.1438
H -4.6980 -3.9181 -1.1380
H -4.4100 -2.7193 -2.4259
C 0.7119 -2.8880 -5.7930
C 0.3972 -2.9296 -4.3217
C 1.7093 -3.1306 -3.5270
O -0.1492 -1.6925 -3.7673
H -0.1338 -2.8841 -6.4807
H 1.2275 -3.7749 -6.1614
H 1.3818 -2.0511 -5.9902
H -0.3405 -3.6745 -4.0231
H 2.0273 -4.1593 -3.3575
H 1.6908 -2.7111 -2.5211
H 2.5484 -2.6639 -4.0430
H -0.6729 -1.8343 -2.9753
C -0.8023 -0.6768 1.5101
C -0.4307 0.2489 0.3921
C 0.8136 -0.2651 -0.2649
O -1.5108 0.2769 -0.4964
H -0.9198 -1.7489 1.3521
H -1.6961 -0.2775 1.9893
H -0.1036 -0.6753 2.3466
H -0.1975 1.2725 0.6853
H 1.0028 0.2003 -1.2322
H 0.5779 -1.2372 -0.6978
H 1.7184 -0.2028 0.3399
H -1.6624 -0.5763 -0.9096
C -0.3018 5.1048 -3.2929
C 0.5886 4.8843 -2.0482
C 0.2764 3.5845 -1.2385
O 1.8926 4.7501 -2.6759
H -0.1406 4.3678 -4.0796
H 0.0088 5.9438 -3.9156
H -1.3881 5.1950 -3.2862
H 0.6501 5.7414 -1.3776
H 0.9591 3.3367 -0.4257
H 0.0906 2.7749 -1.9443
H -0.7579 3.8317 -0.9994
H 1.8136 3.8854 -3.0853
C -1.0098 3.8228 2.1668
C -2.4667 3.6473 1.7766
C -3.4137 3.8902 3.0185
O -2.8413 4.5054 0.7590
H -0.7782 4.6258 2.8666
H -0.2815 3.9109 1.3606
H -0.5337 2.9776 2.6639
H -2.7034 2.6071 1.5529
H -3.1512 4.8584 3.4447
H -3.3293 3.2350 3.8855
H -4.4134 3.9467 2.5877
H -2.6994 5.3978 1.0834
C 5.2039 -3.1750 1.6106
C 3.9454 -2.2622 1.6302
C 2.7018 -3.0151 2.1016
O 4.2295 -1.1896 2.5284
H 5.1272 -3.8766 0.7800
H 5.5372 -3.7307 2.4872
H 6.1102 -2.6207 1.3669
H 3.9401 -1.7461 0.6701
H 2.1276 -3.5363 1.3357
H 2.0783 -2.2841 2.6164
H 2.9351 -3.7562 2.8660
H 4.2631 -1.4105 3.4621
```

- HOMO: -8.29 eV
- Gap between HOMO and LUMO: 0.298 Ha
- Maximum force: 9.03 eV Å⁻¹

Results of the Löwdin charge analysis, in e, for atoms 1 through 8: -0.81, 0.03, 0.17, 0.18, 0.12, 0.11, 0.07, 0.06